This record from the Open Molecules 2025 dataset describes 10 unconnected molecules or ions with the total composition C40H62N6O12 in a non-equilibrium geometry. The level of theory is wB97M-V/def2-TZVPD.

Each line ends with the Löwdin charge.
Cartesian coordinates (Å):
C: -18.9222 9.1744 -5.7416  -0.063
C: -17.6572 9.7929 -5.2966  -0.207
O: -17.0473 9.0600 -4.2145  0.055
C: -17.4393 9.2330 -2.9726  -0.521
O: -18.4118 9.8970 -2.5614  0.069
O: -16.7020 8.3987 -2.1734  -0.025
C: -16.8266 8.4208 -0.7429  -0.033
H: -19.3701 9.8220 -6.4953  0.095
H: -19.6495 9.0903 -4.9342  0.058
H: -18.6830 8.1540 -6.0411  0.087
H: -17.7313 10.8546 -5.0610  0.131
H: -17.0121 9.7355 -6.1734  0.125
H: -16.9462 9.4322 -0.3545  0.091
H: -16.0349 7.9598 -0.1523  0.090
H: -17.7669 7.8988 -0.5655  0.087
C: -22.9060 8.7766 -10.2086  -0.033
C: -22.7291 7.9517 -8.9128  -0.239
O: -21.5459 7.2231 -9.0047  0.026
C: -21.1879 6.4296 -8.0035  -0.544
O: -21.7721 6.3794 -6.9327  0.087
O: -20.1578 5.6245 -8.3822  -0.008
C: -19.6946 4.5398 -7.5456  -0.013
H: -23.9448 9.1017 -10.2655  0.069
H: -22.6239 8.2014 -11.0905  0.086
H: -22.2709 9.6374 -9.9993  0.078
H: -23.4421 7.1273 -8.9125  0.127
H: -22.7027 8.5059 -7.9745  0.120
H: -19.0705 3.8074 -8.0577  0.096
H: -20.6102 4.1182 -7.1308  0.085
H: -19.2377 5.0154 -6.6778  0.085
C: -19.6512 2.3174 -1.1366  -0.037
C: -20.1352 3.2498 -0.0209  -0.154
O: -19.1699 3.2897 1.0763  0.062
C: -18.1223 4.0327 0.9605  -0.568
O: -18.0076 4.9661 0.1492  0.074
O: -17.2381 3.7221 1.9425  -0.003
C: -16.1015 4.4727 2.1632  -0.073
H: -19.2170 1.3805 -0.7875  0.081
H: -18.9444 2.8247 -1.7933  0.065
H: -20.5101 1.9909 -1.7229  0.056
H: -21.0777 2.9203 0.4163  0.108
H: -20.3443 4.2237 -0.4635  0.091
H: -16.3918 5.5108 2.3252  0.100
H: -15.5978 4.6222 1.2082  0.070
H: -15.3584 3.9989 2.8047  0.104
C: -14.2038 5.1983 -1.7487  -0.057
C: -15.5679 4.7656 -2.2523  -0.207
O: -15.3876 4.5055 -3.6575  0.015
C: -16.3769 3.9723 -4.4074  -0.538
O: -17.5610 3.9051 -4.1199  0.104
O: -15.7979 3.7241 -5.6053  0.005
C: -16.6719 3.1911 -6.6158  -0.041
H: -13.5341 4.3405 -1.8106  0.083
H: -14.3037 5.5621 -0.7261  0.064
H: -13.8506 6.0353 -2.3510  0.083
H: -16.3880 5.4639 -2.0857  0.113
H: -15.7782 3.8029 -1.7863  0.124
H: -16.0812 2.9614 -7.5026  0.098
H: -17.4891 3.8603 -6.8849  0.042
H: -17.1359 2.2434 -6.3423  0.101
C: -23.6076 3.4045 -7.0750  -0.145
C: -23.6806 2.0611 -6.9424  -0.107
C: -24.5158 1.8060 -5.7981  -0.142
N: -24.9591 2.9850 -5.3618  0.023
C: -24.4118 3.9546 -6.1049  -0.148
H: -23.0928 3.9229 -7.8704  0.093
H: -23.1921 1.3199 -7.5575  0.090
H: -24.7011 0.8583 -5.3145  0.106
H: -25.5093 3.1014 -4.5229  0.162
H: -24.6087 4.9953 -5.8938  0.091
C: -22.9185 11.7985 -3.0803  -0.134
C: -23.4146 10.7274 -3.8316  -0.145
C: -22.3618 9.9041 -3.8847  -0.206
N: -21.3467 10.2209 -3.0487  0.063
C: -21.6438 11.5116 -2.5896  -0.091
H: -23.4567 12.7048 -2.8455  0.095
H: -24.3949 10.5571 -4.2516  0.099
H: -22.3454 8.9643 -4.4166  0.096
H: -20.4919 9.7089 -2.8833  0.104
H: -21.0363 12.0944 -1.9130  0.107
C: -25.7599 7.8178 -0.7667  -0.111
C: -25.0265 8.1010 0.4200  -0.118
C: -24.1052 9.0678 0.0835  -0.160
N: -24.1609 9.3575 -1.2500  0.034
C: -25.2523 8.6496 -1.7674  -0.124
H: -26.5808 7.1275 -0.8930  0.085
H: -25.1203 7.6348 1.3897  0.087
H: -23.3358 9.5597 0.6601  0.107
H: -23.5766 10.0129 -1.7491  0.081
H: -25.4402 8.6666 -2.8309  0.079
C: -27.1134 6.8615 -6.4365  -0.089
C: -26.1142 7.2609 -5.5469  -0.155
C: -25.2148 8.0942 -6.1890  -0.130
N: -25.8097 8.4235 -7.3776  -0.001
C: -26.9101 7.6543 -7.6001  -0.112
H: -27.9758 6.2468 -6.2250  0.092
H: -26.1687 7.0372 -4.4918  0.087
H: -24.3567 8.5909 -5.7608  0.089
H: -25.4320 9.1605 -7.9558  0.142
H: -27.4440 7.7629 -8.5326  0.103
C: -21.9561 6.6488 -2.1907  -0.079
C: -20.6133 6.1845 -2.3118  -0.093
C: -20.4908 5.5423 -3.5429  -0.110
N: -21.6833 5.6569 -4.1868  -0.003
C: -22.5173 6.4137 -3.4721  -0.174
H: -22.4242 7.1876 -1.3802  0.083
H: -19.8496 6.2066 -1.5485  0.080
H: -19.6265 5.0938 -4.0099  0.087
H: -21.8611 5.4249 -5.1536  0.103
H: -23.5241 6.5879 -3.8218  0.104
C: -23.6797 2.5353 -0.4652  -0.122
C: -23.5531 1.5978 -1.5369  -0.120
C: -23.0123 2.2515 -2.6140  -0.171
N: -22.8856 3.5443 -2.2401  0.026
C: -23.4694 3.7930 -0.9952  -0.103
H: -23.9982 2.2763 0.5338  0.089
H: -23.8001 0.5465 -1.5292  0.086
H: -22.6912 1.9447 -3.5985  0.109
H: -22.5901 4.2520 -2.8972  0.083
H: -23.5744 4.7829 -0.5764  0.101

Values from the calculation:
**Molar mass**: 818.966 g mol⁻¹
**DFT total energy**: -2792.7071 hartree
**HOMO energy**: -0.2874 Ha
**Frontier orbital gap**: 8.2 eV
**SMILES**: CCOC(=O)OC.CCOC(=O)OC.CCOC(=O)OC.CCOC(=O)OC.c1cc[nH]c1.c1cc[nH]c1.c1cc[nH]c1.c1cc[nH]c1.c1cc[nH]c1.c1cc[nH]c1
**E_LUMO**: 0.4 eV